[1]
{"formula": "C40H35BrClLuN3OPS2", "method": "the ωB97M-V functional and the def2-TZVPD basis", "symbols": ["Lu", "Br", "C", "C", "C", "C", "O", "C", "C", "N", "C", "C", "C", "C", "C", "C", "C", "C", "N", "C", "C", "H", "H", "H", "H", "H", "H", "H", "H", "H", "H", "C", "C", "C", "C", "C", "C", "C", "P", "C", "C", "C", "C", "C", "C", "C", "C", "C", "C", "C", "C", "C", "C", "H", "H", "H", "H", "H", "H", "H", "H", "H", "H", "H", "H", "H", "H", "H", "H", "H", "H", "H", "H", "S", "C", "N", "C", "C", "S", "H", "H", "H", "H", "H", "Cl"], "xyz": [[1.4999, 1.4111, -0.2765], [3.0626, -0.5435, 7.0740], [2.2702, -0.3450, 5.4260], [1.0117, 0.2326, 5.3193], [0.4670, 0.5762, 4.0437], [1.3027, 0.4223, 2.8700], [0.9006, 0.8611, 1.7576], [2.5498, -0.1956, 3.0436], [3.4983, -0.4001, 1.8862], [3.3015, -0.0020, 0.6872], [4.3321, -0.3115, -0.2412], [5.6564, -0.3912, 0.0856], [6.5875, -0.8251, -0.9003], [6.2110, -1.0546, -2.1543], [4.8290, -0.9760, -2.5173], [4.2786, -1.4296, -3.7574], [2.9471, -1.2969, -3.9983], [2.0670, -0.7787, -2.9730], [2.5380, -0.3153, -1.8443], [3.9522, -0.4992, -1.5642], [3.0424, -0.5813, 4.3311], [0.4368, 0.3068, 6.1972], [-0.4605, 1.0649, 3.9221], [4.4199, -0.9505, 2.1827], [5.9473, -0.1297, 1.0851], [7.6750, -0.8023, -0.6881], [6.9463, -1.2885, -2.8965], [5.0022, -1.7996, -4.4726], [2.4327, -1.6331, -4.8841], [1.0255, -0.5476, -3.0998], [4.0119, -1.0641, 4.4157], [-3.8567, -2.5811, -1.3820], [-2.5101, -3.0305, -0.7957], [-2.4151, -4.3885, -0.4135], [-1.1856, -4.9368, -0.0182], [-0.0136, -4.1425, 0.0553], [-0.2302, -2.7957, -0.1392], [-1.3777, -2.2411, -0.6189], [-1.1785, -0.4427, -0.8116], [-2.5956, 0.3305, 0.0102], [-3.2316, 1.3471, -0.7062], [-4.3468, 2.0304, -0.2193], [-4.8435, 1.6298, 1.0452], [-4.1245, 0.6795, 1.7907], [-2.9798, 0.0471, 1.3211], [-2.1680, -0.9877, 2.0670], [-1.2822, 0.0605, -2.5536], [-1.6721, -0.7635, -3.5846], [-1.5061, -0.3938, -4.9278], [-0.9742, 0.8424, -5.2266], [-0.6554, 1.6970, -4.1718], [-0.8266, 1.3558, -2.7905], [-0.2310, 2.2298, -1.6983], [-4.4854, -3.5120, -1.5009], [-3.6911, -2.1955, -2.3742], [-4.3692, -1.7055, -0.9226], [-3.3270, -4.9565, -0.4391], [-1.1329, -6.0060, 0.1466], [0.9727, -4.5339, 0.3964], [0.5880, -2.1136, 0.0551], [-2.8650, 1.5366, -1.6798], [-4.9044, 2.6780, -0.8677], [-5.7788, 1.9968, 1.4418], [-4.5256, 0.4386, 2.8249], [-2.4889, -1.1082, 3.1636], [-1.0459, -0.8963, 1.8905], [-2.5018, -1.9457, 1.6017], [-2.1449, -1.6448, -3.4279], [-1.7917, -1.0548, -5.7082], [-0.7570, 1.1852, -6.2581], [-0.2897, 2.6825, -4.3923], [-1.0457, 2.5131, -0.9130], [0.1809, 3.1570, -2.0913], [1.2042, 4.1788, 0.8946], [-0.3358, 4.0382, 1.5895], [-0.7818, 2.9916, 2.2839], [-1.9555, 3.1544, 3.1005], [-2.7589, 4.2653, 2.3889], [-1.5603, 5.2447, 1.4286], [-0.2788, 2.1427, 2.2984], [-1.7773, 3.5594, 4.1192], [-2.6019, 2.2848, 3.1242], [-3.3358, 4.9389, 3.0404], [-3.4115, 3.7397, 1.6990], [3.4591, 2.6867, -1.2034]], "gap_ev": 6.953, "e_tot_ev": -195714.595, "e_lumo_ev": -0.46, "e_above_lowest_kj_mol": 163.2, "max_force_ev_per_a": 3.54}



[2]
{"formula": "C40H35BrO2", "method": "the ωB97M-V functional and the def2-TZVPD basis", "symbols": ["O", "C", "C", "C", "Br", "C", "O", "C", "C", "C", "C", "C", "C", "H", "H", "H", "H", "H", "C", "C", "C", "C", "C", "C", "H", "H", "H", "H", "H", "H", "C", "C", "C", "C", "C", "C", "H", "H", "H", "H", "H", "H", "C", "C", "C", "C", "C", "C", "H", "H", "H", "H", "H", "H", "C", "C", "C", "C", "C", "C", "H", "H", "H", "H", "H", "H", "C", "C", "C", "C", "C", "C", "H", "H", "H", "H", "H", "H"], "xyz": [[-6.3462, 1.0060, 6.8047], [-5.4631, 0.4327, 6.0969], [-5.8674, -0.2072, 4.6718], [-5.0682, -1.3046, 4.2312], [-5.6009, -2.1413, 2.4914], [-3.8070, -1.8711, 5.0563], [-3.4208, -3.0489, 4.8864], [-3.1161, -0.8777, 6.1214], [-1.6614, -1.0845, 6.6312], [-1.0936, -0.0943, 7.6934], [-1.9173, 1.1068, 8.2630], [-3.3770, 1.3136, 7.7221], [-3.9717, 0.3221, 6.6711], [-6.7632, 0.1943, 4.0806], [-1.0350, -1.9753, 6.2586], [-0.0285, -0.3046, 8.0655], [-1.5394, 1.8340, 9.0492], [-4.0411, 2.1718, 8.0647], [-1.9730, -1.5509, -2.1258], [-1.6134, -2.7386, -1.4960], [-2.0352, -2.9922, -0.1941], [-2.8136, -2.0555, 0.4799], [-3.1655, -0.8639, -0.1467], [-2.7469, -0.6119, -1.4498], [-1.6495, -1.3563, -3.1430], [-1.0043, -3.4678, -2.0206], [-1.7575, -3.9198, 0.2956], [-3.1445, -2.2537, 1.4932], [-3.7675, -0.1308, 0.3810], [-3.0231, 0.3164, -1.9390], [0.0601, 1.1994, -0.1640], [1.4204, 1.2503, 0.1250], [2.0172, 2.4626, 0.4576], [1.2541, 3.6259, 0.4970], [-0.1043, 3.5766, 0.1990], [-0.7019, 2.3634, -0.1299], [-0.4061, 0.2531, -0.4167], [2.0163, 0.3435, 0.0920], [3.0773, 2.5013, 0.6861], [1.7185, 4.5707, 0.7586], [-0.6985, 4.4846, 0.2239], [-1.7616, 2.3246, -0.3600], [4.1964, -3.3409, 0.4014], [3.3668, -2.4439, 1.0672], [3.9058, -1.5434, 1.9816], [5.2746, -1.5431, 2.2332], [6.1028, -2.4463, 1.5740], [5.5646, -3.3440, 0.6571], [3.7771, -4.0381, -0.3162], [2.2989, -2.4459, 0.8728], [3.2590, -0.8417, 2.4983], [5.6954, -0.8398, 2.9439], [7.1694, -2.4502, 1.7744], [6.2109, -4.0466, 0.1416], [-2.4164, -2.3612, -6.7952], [-1.9008, -2.9571, -5.6484], [-0.5509, -3.2881, -5.5822], [0.2833, -3.0269, -6.6652], [-0.2342, -2.4394, -7.8154], [-1.5833, -2.1050, -7.8803], [-3.4675, -2.0972, -6.8440], [-2.5517, -3.1632, -4.8048], [-0.1484, -3.7497, -4.6864], [1.3362, -3.2824, -6.6129], [0.4148, -2.2410, -8.6622], [-1.9862, -1.6447, -8.7764], [3.8772, 6.0561, -3.9642], [4.6288, 4.8859, -4.0031], [4.1585, 3.7349, -3.3780], [2.9377, 3.7553, -2.7098], [2.1905, 4.9281, -2.6631], [2.6589, 6.0781, -3.2913], [4.2409, 6.9515, -4.4572], [5.5819, 4.8705, -4.5218], [4.7433, 2.8215, -3.4114], [2.5697, 2.8578, -2.2248], [1.2415, 4.9457, -2.1373], [2.0749, 6.9919, -3.2568]], "smiles": "O=C1C=C(Br)C(=O)c2ccccc21.c1ccccc1.c1ccccc1.c1ccccc1.c1ccccc1.c1ccccc1", "gap_ev": 7.437, "e_tot_ev": -116179.061, "e_lumo_ev": -1.65, "max_force_ev_per_a": 4.76}



[3]
{"formula": "C40H35MoN8S4Se", "method": "the ωB97M-V functional and the def2-TZVPD basis", "symbols": ["Mo", "S", "C", "C", "C", "C", "C", "C", "S", "H", "H", "H", "H", "S", "C", "C", "C", "C", "N", "C", "C", "C", "S", "C", "N", "H", "H", "N", "C", "C", "C", "C", "C", "N", "C", "Se", "N", "C", "C", "C", "C", "C", "C", "C", "C", "C", "C", "H", "H", "H", "H", "H", "H", "H", "H", "H", "H", "H", "H", "H", "H", "H", "H", "H", "H", "H", "H", "H", "H", "N", "C", "C", "C", "C", "C", "C", "C", "N", "C", "C", "N", "C", "H", "H", "H", "H", "H", "H", "H"], "xyz": [[-1.8803, 0.8205, 0.3773], [-0.8185, 2.8244, 0.8868], [-1.7953, 4.0388, 0.0582], [-1.2770, 5.3018, -0.2253], [-2.0529, 6.2550, -0.8643], [-3.3663, 5.9584, -1.2152], [-3.8942, 4.7108, -0.9246], [-3.1199, 3.7418, -0.2860], [-3.7993, 2.1696, 0.1344], [-0.2546, 5.5227, 0.0571], [-1.6357, 7.2291, -1.0879], [-3.9791, 6.7010, -1.7114], [-4.9190, 4.4729, -1.1852], [-1.2250, 0.0340, 2.4535], [-1.7452, -1.6456, 2.4178], [-1.1531, -2.5744, 3.2667], [-1.5397, -3.9074, 3.2355], [-0.8893, -4.8501, 4.0996], [-0.3532, -5.5942, 4.7934], [-2.5555, -4.3168, 2.3549], [-3.1633, -3.3850, 1.5266], [-2.7595, -2.0540, 1.5376], [-3.5012, -0.8599, 0.4970], [-2.9677, -5.6905, 2.3050], [-3.2974, -6.7911, 2.2634], [-0.3735, -2.2573, 3.9465], [-3.9472, -3.7028, 0.8520], [0.0378, -1.6096, -0.8794], [-0.5497, -0.7128, -0.4444], [5.3242, 1.3688, 3.0451], [4.4798, 2.6388, 3.1231], [3.1159, 2.4504, 3.7912], [2.0317, 1.8480, 2.9040], [2.2870, 0.4691, 2.5227], [2.6078, 0.0393, 1.2765], [2.9638, 1.0873, -0.1808], [2.6936, -1.3200, 1.3173], [3.0715, -2.0608, 0.1092], [3.0150, -3.5730, 0.2157], [3.3322, -4.2079, -1.1414], [2.1474, -4.1894, -2.1038], [2.4361, -1.7603, 2.6165], [2.4049, -3.0087, 3.2334], [2.1110, -3.0638, 4.5883], [1.8318, -1.9121, 5.3233], [1.8512, -0.6661, 4.7178], [2.1700, -0.6135, 3.3705], [6.3386, 1.6013, 2.7160], [4.9124, 0.6525, 2.3348], [5.3909, 0.8830, 4.0221], [4.3342, 3.0407, 2.1171], [5.0344, 3.3930, 3.6890], [2.7361, 3.4218, 4.1201], [3.2375, 1.8462, 4.6963], [1.9360, 2.4123, 1.9777], [1.0624, 1.8744, 3.4077], [4.0817, -1.7420, -0.1627], [2.3982, -1.7230, -0.6773], [2.0177, -3.8886, 0.5340], [3.7351, -3.9270, 0.9562], [3.6580, -5.2391, -0.9837], [4.1846, -3.6849, -1.5880], [1.3284, -4.7953, -1.7114], [2.4306, -4.5932, -3.0774], [1.7528, -3.1831, -2.2397], [2.5865, -3.9227, 2.6956], [2.0655, -4.0303, 5.0712], [1.5838, -1.9944, 6.3733], [1.6186, 0.2333, 5.2712], [-5.4184, 1.5098, -9.8497], [-4.8491, 1.5006, -8.8514], [-4.1372, 1.4889, -7.6046], [-4.8005, 1.7879, -6.4160], [-4.1126, 1.7915, -5.2187], [-2.7572, 1.4774, -5.1952], [-2.0936, 1.1704, -6.3779], [-2.7781, 1.1832, -7.5769], [-2.0574, 1.4743, -3.9737], [-0.7186, 1.7785, -3.7765], [-0.4955, 1.6648, -2.4464], [-1.6711, 1.2930, -1.8282], [-2.5807, 1.1835, -2.7552], [-5.8533, 2.0336, -6.4382], [-4.6206, 2.0633, -4.3035], [-1.0478, 0.8973, -6.3529], [-2.2664, 0.9424, -8.4986], [-0.0762, 2.0812, -4.5824], [0.4111, 1.8019, -1.8790], [-3.6013, 0.8866, -2.5850]], "gap_ev": [6.514, 6.489], "e_tot_ev": -164518.493, "e_lumo_ev": [1.33, 1.33], "charge": -1, "e_above_lowest_kj_mol": 0.0, "max_force_ev_per_a": 0.64}



[4]
{"formula": "C40H36Cl5NOP2Re", "method": "the ωB97M-V functional and the def2-TZVPD basis", "symbols": ["Re", "C", "C", "C", "C", "C", "C", "C", "C", "C", "C", "H", "H", "H", "H", "H", "H", "H", "H", "H", "H", "H", "H", "H", "H", "H", "N", "P", "C", "C", "C", "C", "C", "C", "C", "C", "C", "C", "C", "C", "P", "C", "C", "C", "C", "C", "C", "C", "C", "C", "C", "C", "C", "H", "H", "H", "H", "H", "H", "H", "H", "H", "H", "H", "H", "H", "H", "H", "H", "H", "H", "H", "H", "H", "Cl", "C", "C", "Cl", "C", "Cl", "C", "O", "C", "Cl", "C", "Cl"], "xyz": [[-0.7383, 0.8034, -0.1427], [0.0615, 2.7289, -1.1521], [-0.9696, 2.2383, -2.0037], [-2.2018, 2.2882, -1.2725], [-1.9306, 2.7633, 0.0524], [-0.5480, 3.0861, 0.1066], [0.0940, 3.8984, 1.1834], [-2.9676, 3.0222, 1.0988], [-3.5525, 1.9458, -1.7778], [-0.8044, 1.7573, -3.4054], [1.4365, 3.1161, -1.5712], [-0.1433, 4.9502, 1.0030], [1.1749, 3.8074, 1.1791], [-0.2771, 3.6507, 2.1773], [-3.5474, 3.9030, 0.8126], [-2.5205, 3.2167, 2.0716], [-3.6611, 2.1891, 1.2076], [-4.0506, 2.8781, -2.0588], [-4.1558, 1.4630, -1.0106], [-3.5148, 1.2917, -2.6448], [-0.9824, 2.5773, -4.1050], [-1.5126, 0.9598, -3.6294], [0.2024, 1.3802, -3.5872], [1.3979, 4.1145, -2.0163], [1.8281, 2.4473, -2.3322], [2.1313, 3.1630, -0.7386], [1.8359, -0.8027, 0.2631], [0.6699, -1.1129, -0.9133], [-0.0309, -2.7350, -0.5853], [0.2950, -3.3594, 0.6230], [-0.2472, -4.5925, 0.9445], [-1.1208, -5.2182, 0.0660], [-1.4616, -4.5992, -1.1276], [-0.9314, -3.3599, -1.4482], [1.4782, -1.0940, -2.5196], [1.0744, -1.8734, -3.6027], [1.7076, -1.7395, -4.8295], [2.7476, -0.8363, -4.9883], [3.1638, -0.0616, -3.9126], [2.5276, -0.1866, -2.6906], [1.2563, 0.4252, 1.2659], [2.6610, 1.5259, 1.5013], [2.7045, 2.3638, 2.6187], [3.7984, 3.1857, 2.8255], [4.8652, 3.1653, 1.9350], [4.8410, 2.3172, 0.8374], [3.7397, 1.5023, 0.6182], [0.9210, -0.1576, 2.9318], [-0.0139, 0.5026, 3.7219], [-0.2120, 0.1100, 5.0375], [0.5186, -0.9465, 5.5591], [1.4601, -1.6064, 4.7771], [1.6728, -1.2037, 3.4692], [2.6663, -1.3619, 0.4272], [0.9618, -2.8896, 1.3306], [0.0113, -5.0651, 1.8823], [-1.5425, -6.1831, 0.3141], [-2.1525, -5.0765, -1.8106], [-1.2589, -2.8863, -2.3636], [0.2882, -2.6045, -3.5093], [1.3903, -2.3545, -5.6602], [3.2412, -0.7424, -5.9461], [3.9855, 0.6328, -4.0263], [2.8560, 0.4200, -1.8593], [1.8966, 2.3659, 3.3395], [3.8289, 3.8325, 3.6917], [5.7237, 3.8004, 2.1072], [5.6812, 2.2819, 0.1575], [3.7429, 0.8356, -0.2321], [-0.6021, 1.3217, 3.3172], [-0.9393, 0.6204, 5.6538], [0.3602, -1.2571, 6.5830], [2.0328, -2.4243, 5.1923], [2.4271, -1.7102, 2.8781], [-5.3644, -5.0377, 0.7560], [-4.4765, -3.6548, 0.2869], [-3.7047, -2.9759, 1.2293], [-3.6264, -3.4936, 2.8564], [-2.9855, -1.8660, 0.8185], [-1.9619, -0.9747, 1.8883], [-2.9832, -1.4235, -0.5010], [-2.2565, -0.3819, -0.8644], [-3.7652, -2.1064, -1.4353], [-3.6995, -1.6096, -3.0808], [-4.5097, -3.2133, -1.0435], [-5.4341, -4.0711, -2.1990]], "multiplicity": 4, "gap_ev": [7.295, 5.741], "e_tot_ev": -128909.778, "e_lumo_ev": [-5.72, -7.45], "charge": 2, "e_above_lowest_kj_mol": 0.0, "max_force_ev_per_a": 1.41}



[5]
{"formula": "C40H36ClCoN3Si2", "method": "the ωB97M-V functional and the def2-TZVPD basis", "symbols": ["C", "C", "C", "H", "C", "C", "H", "H", "H", "H", "Co", "Si", "C", "C", "H", "C", "H", "C", "H", "C", "H", "C", "H", "C", "C", "H", "C", "H", "C", "H", "C", "H", "C", "H", "H", "Si", "C", "C", "H", "C", "H", "C", "H", "C", "H", "C", "H", "C", "C", "H", "C", "H", "C", "H", "C", "H", "C", "H", "H", "Cl", "C", "C", "C", "C", "C", "C", "N", "N", "C", "C", "C", "C", "C", "N", "H", "H", "H", "H", "H", "H", "H", "H", "H"], "xyz": [[0.7341, 1.3396, 1.5238], [1.4649, 0.1220, 1.6063], [2.0334, -0.1435, 0.3291], [1.6516, -0.4001, 2.5387], [1.5646, 0.8539, -0.5867], [0.8021, 1.8025, 0.1783], [0.4749, 2.7789, -0.1565], [0.2630, 1.8832, 2.3511], [2.7033, -0.9686, 0.0663], [1.7920, 0.8917, -1.6571], [0.0192, -0.0090, 0.2458], [0.4629, -6.3525, -3.8463], [0.5279, -8.0138, -2.9504], [0.0736, -9.2540, -3.4399], [-0.4067, -9.3141, -4.4192], [0.2694, -10.4178, -2.6829], [-0.0643, -11.3825, -3.0683], [0.8991, -10.3539, -1.4302], [1.0326, -11.2554, -0.8218], [1.3923, -9.1274, -0.9634], [1.9267, -9.0649, -0.0115], [1.2125, -7.9717, -1.7276], [1.6249, -7.0230, -1.3749], [1.6979, -6.6332, -5.2547], [2.8209, -7.4771, -5.0819], [2.8693, -8.1603, -4.2209], [3.8870, -7.4370, -5.9974], [4.7691, -8.0655, -5.8268], [3.8071, -6.6068, -7.1270], [4.6626, -6.5451, -7.8086], [2.6268, -5.8954, -7.3715], [2.5390, -5.3291, -8.2912], [1.5743, -5.9214, -6.4548], [0.6506, -5.3847, -6.6499], [1.1349, -5.4066, -2.9583], [0.6727, -2.4251, -1.2305], [2.0903, -2.1722, -2.4472], [3.3577, -2.7555, -2.1897], [3.5313, -3.2867, -1.2432], [4.4027, -2.6284, -3.1157], [5.3592, -3.0942, -2.8949], [4.2349, -1.8887, -4.2921], [5.0304, -1.8652, -5.0427], [3.0296, -1.2143, -4.4850], [2.9157, -0.5795, -5.3472], [1.9853, -1.3211, -3.5698], [1.0885, -0.7330, -3.7070], [0.9979, -3.7564, 0.0364], [1.9290, -3.4649, 1.0614], [2.4472, -2.5026, 1.1016], [2.2903, -4.4125, 2.0285], [3.0205, -4.1196, 2.7963], [1.7479, -5.7007, 1.9935], [2.0645, -6.4469, 2.7225], [0.8695, -6.0125, 0.9526], [0.4889, -7.0304, 0.8899], [0.4672, -5.0571, 0.0144], [-0.2143, -5.3329, -0.7817], [-0.9048, -5.7821, -4.1460], [-1.1158, -2.7240, -2.2213], [-2.1549, 4.3431, -2.4014], [-2.9806, 4.0083, -1.3267], [-2.8587, 2.7724, -0.6960], [-1.8718, 1.8595, -1.1277], [-1.0962, 2.1656, -2.2659], [-1.2489, 3.4019, -2.8840], [-1.6512, 0.6514, -0.4251], [-2.7851, 0.1911, 0.1349], [-2.5114, -0.7460, 1.0920], [-3.5359, -1.4509, 1.7355], [-3.2118, -2.3175, 2.7589], [-1.8743, -2.4103, 3.1429], [-0.8860, -1.7305, 2.4643], [-1.1754, -0.9815, 1.3742], [-2.2759, 5.3006, -2.8950], [-3.7179, 4.7123, -0.9440], [-3.4480, 2.5420, 0.1952], [-0.3500, 1.4494, -2.6186], [-0.6438, 3.6526, -3.7472], [-4.5489, -1.3101, 1.3931], [-3.9787, -2.8793, 3.2912], [-1.5860, -3.0128, 3.9828], [0.1552, -1.8120, 2.7580]], "multiplicity": 5, "gap_ev": [4.462, 5.235], "e_tot_ev": -112430.537, "e_lumo_ev": [-4.78, -5.54], "charge": 1, "e_above_lowest_kj_mol": 0.0, "max_force_ev_per_a": 5.94}